(1)
Computed, not measured: C23H25N4O7PS in the gas phase in a non-equilibrium geometry, with ωB97M-V/def2-TZVPD.

Output
**SMILES string**: NC(N)(N)Cc1c(CC=O)cc2c(c1CCCC(=O)O)C(=O)C(c1cccnc1)=C(P(O)(O)=S)C2=O
**E_tot**: -64664.966 eV
**HOMO**: -8.91 eV
**Frontier orbital gap**: 6.89 eV

Last column: Mulliken charge in e.
Positions of all 61 atoms, in Å:
N (1.50428, 2.17163, -5.29081)  -0.595
C (0.62722, 1.26154, -4.48770)  0.593
N (-0.05347, 2.11357, -3.46243)  -0.663
N (-0.45723, 0.79649, -5.43870)  -0.769
C (1.40986, -0.01774, -3.87641)  -1.560
C (1.53042, 0.13077, -2.26625)  0.271
C (2.70904, 1.03686, -1.77189)  0.657
C (3.77562, 1.74930, -2.72017)  -0.645
C (5.21858, 1.04306, -2.48086)  -0.037
O (6.20378, 1.69756, -2.03015)  -0.495
C (2.88861, 1.28581, -0.22739)  -1.043
C (1.89960, 0.58898, 0.72476)  0.003
C (0.73410, -0.36317, 0.24775)  0.632
C (0.53503, -0.58330, -1.27631)  0.045
C (-0.65796, -1.54372, -1.80103)  -0.434
C (-2.11416, -1.03294, -1.37407)  -0.210
C (-3.27325, -2.14863, -1.63151)  -0.666
C (-3.16570, -3.36890, -0.59642)  0.559
O (-2.37612, -4.33827, -0.80191)  -0.592
O (-3.96757, -3.42690, 0.57411)  -0.468
C (-0.13814, -1.01626, 1.39525)  0.457
O (-0.81377, -2.08123, 1.26731)  -0.503
C (-0.14739, -0.31440, 2.85377)  -0.058
C (-1.36483, -0.68972, 3.79223)  0.087
C (-1.04440, -1.53498, 5.07419)  0.001
C (-2.25431, -1.91542, 5.98741)  -0.517
C (-3.63910, -1.38216, 5.55552)  -0.193
N (-3.95722, -0.58455, 4.41728)  -0.557
C (-2.84230, -0.28890, 3.58143)  -0.225
C (0.84995, 0.58193, 3.30415)  0.297
P (0.92246, 1.48083, 4.95071)  0.665
O (-0.52931, 1.50375, 5.83262)  -0.457
O (1.26429, 3.13788, 4.56694)  -0.516
S (2.46758, 0.88836, 6.00647)  -0.384
C (2.07354, 0.85180, 2.28126)  -0.074
O (3.17988, 1.30070, 2.67447)  -0.550
H (1.90355, 2.84739, -4.60534)  0.306
H (0.92607, 2.77343, -5.90587)  0.324
H (-0.72535, 1.58410, -2.89187)  0.153
H (0.60792, 2.65391, -2.89088)  0.269
H (-1.04930, 1.64331, -5.55662)  0.366
H (-1.04059, 0.15755, -4.87120)  0.309
H (2.50527, -0.05481, -4.24298)  0.356
H (0.95500, -1.02320, -4.18870)  0.526
H (3.90130, 2.82669, -2.32351)  0.323
H (3.54136, 1.70167, -3.83416)  0.220
H (5.30449, -0.07215, -2.71658)  0.332
H (3.73764, 1.93907, 0.14972)  0.421
H (-0.62715, -1.50083, -2.95711)  0.217
H (-0.48756, -2.64319, -1.53300)  0.401
H (-2.21757, -0.73635, -0.27660)  0.046
H (-2.43089, -0.13298, -2.02860)  0.308
H (-3.23905, -2.58559, -2.68570)  0.321
H (-4.30760, -1.66920, -1.46378)  0.373
H (-3.94005, -4.36651, 0.89018)  0.343
H (0.03381, -1.83679, 5.26914)  0.384
H (-2.03202, -2.53622, 6.91455)  0.330
H (-4.51828, -1.64737, 6.25197)  0.316
H (-3.06550, 0.33102, 2.63495)  0.281
H (-1.20509, 1.91973, 5.24911)  0.367
H (0.47197, 3.43768, 4.05927)  0.349



(2)
Computed, not measured: C23H25N6S2Tl as an isolated structure, with ωB97M-V/def2-TZVPD.

Output
**Net charge**: -2
**E_tot**: -59560.543 eV
**HOMO (spin up / spin down)**: 0.17 / -0.64 eV
**Relative energy (zero: lowest compared OMol25 entry of this formula, charge and spin)**: 112.5 kcal/mol
**Frontier orbital gap (spin up / spin down)**: 4.33 / 5.23 eV

Last column: Mulliken charge in e.
Positions of all 57 atoms, in Å:
Tl (1.32797, 0.72861, 1.43768)  0.618
C (-0.74167, -3.22235, -0.02350)  -1.566
C (-1.25681, -1.79297, -0.12757)  -0.822
C (-0.74414, -0.94257, -1.31223)  3.469
C (-1.09033, -1.63608, -2.64455)  -0.468
C (-1.37165, -0.74135, -3.89324)  0.293
C (-1.62149, 0.68790, -3.54940)  -1.549
C (-1.52835, 1.24550, -2.30798)  1.329
C (-1.61961, 2.76319, -2.25559)  -1.198
C (-3.00454, 3.32374, -2.58066)  -1.235
C (-1.23895, 0.45176, -1.16500)  -1.987
N (-1.17161, 0.93114, 0.09176)  -0.039
C (-1.98562, 1.79706, 0.59372)  -0.965
C (-1.69558, 2.51545, 1.76884)  0.534
C (-2.48464, 3.50703, 2.38622)  -0.848
C (-1.73214, 3.96625, 3.46406)  -0.669
C (-0.52793, 3.23001, 3.44139)  -0.496
N (-0.49373, 2.37661, 2.42257)  -0.038
H (-1.19051, -3.69947, 0.84914)  0.466
H (0.34177, -3.23210, 0.11753)  0.310
H (-0.98404, -3.82697, -0.90137)  0.334
H (-0.98813, -1.26854, 0.78940)  0.287
H (-2.35406, -1.79748, -0.17478)  0.479
H (-1.95399, -2.29304, -2.50577)  0.405
H (-2.25140, -1.16226, -4.40032)  0.229
H (-1.78944, 1.34266, -4.40210)  0.253
H (-0.90917, 3.15147, -2.99178)  0.496
H (-1.29182, 3.13385, -1.28594)  0.411
H (-3.33612, 2.99621, -3.56844)  0.312
H (-2.99420, 4.41555, -2.56672)  0.408
H (-3.74642, 2.98422, -1.85640)  0.296
H (-2.95460, 1.99088, 0.11404)  0.384
H (-3.46694, 3.83315, 2.07188)  0.416
H (-2.00939, 4.72508, 4.18144)  0.383
H (0.30090, 3.28370, 4.13479)  0.409
S (1.39249, -1.61420, 2.86825)  -0.450
C (2.96375, -1.38063, 3.62046)  0.463
C (3.69119, -2.53902, 3.92954)  -0.620
C (4.92085, -2.50985, 4.56600)  -0.453
C (5.47980, -1.28305, 4.90475)  -0.470
C (4.79691, -0.12160, 4.58354)  -0.597
C (3.54640, -0.12386, 3.94353)  0.239
S (2.81029, 1.43577, 3.63058)  -0.472
H (3.25074, -3.48947, 3.65004)  0.323
H (5.44336, -3.43658, 4.78444)  0.301
H (6.44244, -1.23004, 5.40493)  0.301
H (5.22670, 0.84175, 4.82834)  0.340
N (0.14493, -3.55024, -3.69954)  -0.525
C (0.16765, -2.45515, -2.85382)  -0.142
N (-0.28165, -0.85130, -4.90498)  -0.733
N (1.20482, -2.08587, -2.21931)  -0.590
C (0.85035, -1.01729, -1.29693)  0.037
N (1.65974, -0.38255, -0.62466)  -0.896
H (-0.40413, -3.38217, -4.52744)  0.342
H (1.08074, -3.86086, -3.92046)  0.292
H (-0.42577, -0.10469, -5.57802)  0.377
H (0.59678, -0.62494, -4.44039)  0.292



(3)
Computed, not measured: C23H25N8O4Pt as an isolated structure, with ωB97M-V/def2-TZVPD.

Output
**Net charge**: +1
**E_tot**: -47612.767 eV
**HOMO**: -11.54 eV
**Relative energy (zero: lowest compared OMol25 entry of this formula, charge and spin)**: 3.8 kcal/mol
**Frontier orbital gap**: 8.99 eV

Last column: Mulliken charge in e.
Positions of all 61 atoms, in Å:
Pt (0.42064, 0.68036, 0.11911)  1.134
C (1.20812, 1.17302, 4.28950)  -1.335
C (1.07476, 0.31748, 3.07269)  0.635
O (0.22554, 0.60045, 2.20742)  -0.734
N (1.86663, -0.75134, 2.95573)  0.074
C (1.79089, -1.66615, 1.82011)  -0.789
C (2.69628, -1.21055, 0.70923)  1.217
C (3.92341, -1.81035, 0.49399)  -0.859
C (4.78593, -1.28768, -0.45502)  -0.412
C (4.39813, -0.15230, -1.14338)  -0.934
C (3.15145, 0.38437, -0.89504)  0.090
N (2.29865, -0.14739, -0.00724)  0.054
H (0.22531, 1.55414, 4.55481)  0.338
H (1.83169, 2.02989, 4.02747)  0.293
H (1.65115, 0.64631, 5.13193)  0.423
H (2.56874, -0.90601, 3.66094)  0.260
H (0.75775, -1.69944, 1.47650)  -0.538
H (2.08254, -2.65672, 2.16234)  0.590
H (4.19497, -2.68218, 1.07349)  0.459
H (5.74589, -1.74969, -0.64073)  0.444
H (5.04194, 0.31558, -1.87370)  0.456
H (2.80286, 1.26149, -1.41929)  0.483
N (-0.37029, -6.72775, -1.07235)  -0.447
C (-0.80140, -5.81937, -0.51809)  -0.119
C (-1.33317, -4.67697, 0.17143)  -0.076
C (-2.29513, -4.81834, 1.16663)  -0.230
C (-2.76051, -3.68071, 1.80125)  -0.871
C (-2.24841, -2.45110, 1.41833)  -0.268
N (-1.32647, -2.30926, 0.46419)  -0.169
C (-0.87960, -3.39987, -0.15151)  -0.114
H (-2.66421, -5.80022, 1.43046)  0.509
H (-3.50758, -3.74377, 2.57972)  0.428
H (-2.58277, -1.53615, 1.89585)  0.450
H (-0.13570, -3.24520, -0.92638)  0.786
C (-1.88168, 5.35374, 0.66756)  -0.933
N (-2.13386, 3.96861, 0.27719)  0.162
C (-3.24464, 3.60311, -0.39209)  0.011
C (-3.45205, 2.33089, -0.79234)  -1.381
C (-2.42577, 1.38557, -0.51776)  1.523
N (-1.32023, 1.74718, 0.13184)  -0.424
C (-1.11912, 3.05539, 0.55827)  0.251
O (-0.12204, 3.40610, 1.14518)  -0.577
N (-2.55670, 0.11336, -0.89542)  -0.021
H (-2.73901, 5.95672, 0.38103)  0.310
H (-0.98689, 5.71634, 0.16702)  0.333
H (-1.72805, 5.41269, 1.74207)  0.305
H (-3.96339, 4.38858, -0.58152)  0.389
H (-4.34978, 2.04385, -1.31532)  0.448
H (-3.35360, -0.17550, -1.43285)  0.235
H (-1.84617, -0.56839, -0.63514)  -0.382
O (0.75171, -1.49125, -2.21103)  -0.559
C (0.55330, -0.37371, -2.64705)  0.517
C (0.45503, 0.00380, -4.11303)  -0.504
C (0.13050, 1.49431, -4.10213)  -0.488
C (0.11769, 1.87496, -2.63041)  0.436
O (-0.08849, 2.98186, -2.18684)  -0.622
N (0.37408, 0.74702, -1.87014)  -0.434
H (-0.31459, -0.60974, -4.58002)  0.283
H (1.39734, -0.24331, -4.60168)  0.296
H (-0.84763, 1.72500, -4.52388)  0.269
H (0.85600, 2.11829, -4.62191)  0.334



(4)
Computed, not measured: C23H25NO2 in the gas phase, with ωB97M-V/def2-TZVPD.

Output
**SMILES string**: COc1cccc(CN(C)C(c2ccccc2)c2ccccc2)c1OC
**E_tot**: -29840.902 eV
**HOMO**: -8.15 eV
**Relative energy (zero: lowest compared OMol25 entry of this formula, charge and spin)**: 49.3 kcal/mol
**Frontier orbital gap**: 8.94 eV

Last column: Mulliken charge in e.
Positions of all 51 atoms, in Å:
C (-5.63948, -0.05836, -1.84691)  -1.006
H (-6.33540, 0.40432, -1.13924)  0.389
H (-5.79655, 0.37041, -2.83598)  0.248
H (-5.82522, -1.13657, -1.88923)  0.366
O (-4.30263, 0.22668, -1.52401)  -0.341
C (-3.81715, -0.17706, -0.30315)  0.947
C (-4.57223, -0.90301, 0.60812)  -0.426
C (-4.02817, -1.31851, 1.81049)  -1.067
C (-2.71592, -1.01908, 2.11023)  -0.399
C (-1.94025, -0.28488, 1.22485)  0.107
C (-2.48624, 0.15736, 0.01456)  0.002
O (-1.64085, 0.87256, -0.78092)  -0.243
C (-2.14767, 1.81713, -1.69634)  -0.767
H (-2.93310, 2.43141, -1.24928)  0.357
H (-1.29884, 2.45211, -1.95255)  0.134
H (-2.53500, 1.34284, -2.60069)  0.277
C (-0.50923, 0.04378, 1.55092)  -0.992
N (0.41877, -0.76804, 0.77259)  0.764
C (0.27205, -2.16920, 1.10813)  -1.225
H (0.46679, -2.36542, 2.17645)  0.392
H (0.96639, -2.76367, 0.51789)  0.359
H (-0.74387, -2.48407, 0.87712)  0.312
C (1.79818, -0.33371, 0.96036)  -0.460
C (1.99489, 1.13145, 0.63840)  -0.026
C (2.76982, 1.93361, 1.46395)  -0.472
C (3.00191, 3.25960, 1.14062)  -0.752
C (2.46010, 3.79684, -0.01318)  -0.478
C (1.68413, 3.00127, -0.84057)  -1.007
C (1.45649, 1.67589, -0.52152)  0.555
H (0.83997, 1.05560, -1.15028)  0.350
H (1.26048, 3.41891, -1.74310)  0.391
H (2.64065, 4.83146, -0.26648)  0.394
H (3.60635, 3.87367, 1.79261)  0.396
H (3.19469, 1.52190, 2.36917)  0.385
C (2.73894, -1.07714, 0.03639)  0.079
C (4.03445, -1.36370, 0.44298)  -0.458
C (4.91909, -1.99083, -0.41689)  -0.709
C (4.51618, -2.33920, -1.69400)  -0.484
C (3.22419, -2.05695, -2.10593)  -0.788
C (2.34191, -1.42589, -1.24872)  0.188
H (1.33095, -1.21309, -1.55892)  0.295
H (2.90397, -2.32971, -3.10124)  0.401
H (5.20555, -2.83057, -2.36504)  0.384
H (5.92464, -2.20952, -0.08754)  0.408
H (4.35487, -1.09502, 1.44003)  0.369
H (2.12057, -0.50766, 2.00826)  0.714
H (-0.32220, 1.09095, 1.30365)  0.423
H (-0.34426, -0.09748, 2.63583)  0.535
H (-2.28412, -1.34846, 3.04347)  0.391
H (-4.63420, -1.88276, 2.50264)  0.372
H (-5.59435, -1.16022, 0.38200)  0.420